Record 1
{"formula": "Cl5Cs4In", "method": "ωB97M-V with the def2-TZVPD basis set", "elements": ["In", "Cs", "Cs", "Cs", "Cs", "Cl", "Cl", "Cl", "Cl", "Cl"], "positions_angstrom": [[0.803, 3.207, -0.065], [-3.279, 2.063, 0.465], [-1.033, -4.847, -0.953], [1.691, -0.560, -2.275], [0.819, -0.576, 2.180], [-2.495, -2.624, -2.085], [2.646, 1.733, 1.539], [-0.782, 1.133, -0.858], [-0.615, 3.102, 2.120], [2.244, -2.630, -0.069]], "total_charge": 2, "lumo_ev": -11.66, "e_homo_ev": -14.090, "homo_lumo_gap_ev": 2.431}

***

Record 2
{"formula": "Cl5H2NSi2", "method": "ωB97M-V with the def2-TZVPD basis set", "elements": ["N", "Si", "Si", "Cl", "Cl", "Cl", "Cl", "Cl", "H", "H"], "positions_angstrom": [[-0.057, -0.555, 0.783], [-1.588, -1.025, 0.114], [-3.312, 0.456, 0.131], [-2.178, -2.569, 1.232], [-1.227, -1.918, -1.768], [-4.999, -0.535, 0.537], [-3.664, 1.127, -1.870], [-3.153, 2.039, 1.311], [-0.077, -0.208, 1.729], [0.769, -0.502, 0.221]], "lumo_ev": [0.19, -5.16], "e_homo_ev": [-5.138, -10.860], "multiplicity": 3, "homo_lumo_gap_ev": [5.325, 5.702]}

***

Record 3
{"formula": "Cl5HSSi2", "method": "ωB97M-V with the def2-TZVPD basis set", "elements": ["Si", "Si", "S", "Cl", "Cl", "Cl", "Cl", "Cl", "H"], "positions_angstrom": [[0.788, 1.193, -0.609], [0.543, 0.231, 1.499], [-1.864, -2.362, -2.493], [2.509, 1.092, -1.654], [-0.086, 2.973, -1.065], [0.461, -1.838, 1.074], [-1.267, 0.923, 2.057], [1.825, 0.429, 2.949], [-2.909, -2.642, -1.760]], "lumo_ev": [-1.37, -2.47], "e_homo_ev": [-10.113, -7.803], "homo_lumo_gap_ev": [8.744, 5.336]}

***

Record 4
{"formula": "Cl5NP2", "method": "ωB97M-V with the def2-TZVPD basis set", "elements": ["N", "P", "P", "Cl", "Cl", "Cl", "Cl", "Cl"], "positions_angstrom": [[0.254, 0.937, -0.026], [1.713, 0.650, 0.752], [-1.027, 0.035, -0.002], [1.215, -2.128, -0.023], [3.077, 1.281, -0.424], [-2.531, 1.343, -0.170], [-1.331, -1.037, -1.709], [-1.370, -1.081, 1.602]], "lumo_ev": -1.80, "e_homo_ev": -9.293, "homo_lumo_gap_ev": 7.498}